(1)
Density functional theory data (ωB97M-V/def2-TZVPD) for C13H16FI in the gas phase in a non-equilibrium geometry.

For the energy above the lowest of the compared OMol25 structures with the same formula, charge and spin, the calculation gives 452.1 kJ/mol. The HOMO energy is -7.95 eV. The structure (SMILES) is C=C(I)[C@H]1C=CC=C/C1=C(/F)C(C)(C)C. Its net charge is 0.

Each line ends with the natural charge from an NBO analysis.
Positions of all 31 atoms, in Å:
C (2.125, 1.644, 0.554)  -0.26
C (1.229, 1.281, 1.508)  -0.24
C (1.737, 1.782, -0.684)  -0.15
C (0.079, 0.685, 1.177)  -0.20
C (0.207, 1.700, -0.917)  -0.32
C (-0.276, 0.479, -0.200)  -0.15
C (0.114, 4.155, -1.783)  -0.44
C (-0.147, 3.286, -0.780)  -0.14
C (0.262, -2.485, 1.380)  -0.59
C (-2.114, -1.941, 0.642)  -0.60
C (-0.495, -3.277, -0.830)  -0.62
C (-0.429, -0.823, -0.627)  0.49
C (-0.664, -2.097, 0.229)  -0.10
F (-0.606, -0.952, -1.996)  -0.36
I (-0.973, 4.053, 0.959)  0.17
H (3.185, 1.963, 0.953)  0.22
H (1.619, 1.198, 2.623)  0.22
H (2.448, 2.067, -1.542)  0.23
H (-0.704, 0.472, 1.908)  0.22
H (-0.041, 1.441, -1.967)  0.25
H (-0.200, 5.227, -1.652)  0.22
H (0.501, 3.825, -2.769)  0.22
H (0.238, -3.495, 1.589)  0.21
H (1.241, -2.189, 1.091)  0.22
H (0.030, -1.964, 2.269)  0.21
H (-2.144, -0.960, 1.029)  0.21
H (-2.777, -1.830, -0.168)  0.21
H (-2.485, -2.739, 1.242)  0.21
H (-1.085, -3.016, -1.732)  0.24
H (0.539, -3.168, -1.184)  0.21
H (-0.417, -4.320, -0.321)  0.22


(2)
Density functional theory data (ωB97M-V/def2-TZVPD) for a molecular structure, C31H33N4O5S3Ti in a non-equilibrium geometry.

For the energy above the lowest of the compared OMol25 structures with the same formula, charge and spin, the calculation gives 202.3 kJ/mol. The HOMO energy is -3.02 eV. Its net charge is -1.

Each line ends with the Löwdin charge.
Positions of all 77 atoms, in Å:
Ti (-0.970, -0.530, 0.783)  0.93
C (-0.903, -4.567, -1.717)  -0.09
N (-0.585, -3.189, -2.019)  -0.22
C (-1.338, -2.717, -3.172)  -0.21
C (-2.783, -2.358, -2.813)  -0.14
C (-3.053, -0.850, -2.619)  -0.20
N (-1.850, -0.074, -2.366)  0.07
C (-1.788, 1.045, -2.950)  -0.11
C (-0.721, 2.058, -2.876)  -0.13
C (-1.044, 3.325, -3.359)  -0.05
C (-0.152, 4.381, -3.319)  -0.10
C (1.112, 4.165, -2.792)  -0.08
C (1.478, 2.913, -2.330)  -0.05
C (0.572, 1.858, -2.368)  -0.30
O (0.873, 0.595, -1.962)  -0.40
C (0.840, -2.967, -2.174)  -0.21
C (1.632, -3.192, -0.889)  -0.17
C (0.971, -2.609, 0.360)  -0.22
N (0.711, -1.174, 0.276)  -0.19
C (1.862, -0.338, 0.362)  -0.48
C (1.227, 2.173, 0.984)  -0.08
C (1.905, 3.377, 1.163)  -0.01
C (1.317, 4.601, 0.874)  -0.09
C (0.010, 4.653, 0.407)  -0.09
C (-0.695, 3.477, 0.239)  -0.01
C (-0.089, 2.262, 0.534)  -0.28
O (-0.803, 1.133, 0.359)  -0.22
H (-1.967, -4.673, -1.506)  0.09
H (-0.360, -4.902, -0.833)  0.08
H (-0.646, -5.244, -2.554)  0.09
H (-1.323, -3.477, -3.975)  0.11
H (-0.828, -1.834, -3.556)  0.11
H (-3.057, -2.871, -1.891)  0.09
H (-3.457, -2.724, -3.591)  0.10
H (-3.702, -0.734, -1.752)  0.09
H (-3.596, -0.447, -3.487)  0.10
H (-2.624, 1.366, -3.591)  0.12
H (-2.041, 3.477, -3.757)  0.11
H (-0.440, 5.359, -3.683)  0.10
H (1.829, 4.975, -2.740)  0.11
H (2.459, 2.747, -1.910)  0.08
H (0.973, -1.931, -2.488)  0.08
H (1.269, -3.613, -2.965)  0.12
H (2.617, -2.738, -1.029)  0.09
H (1.797, -4.258, -0.709)  0.11
H (1.614, -2.818, 1.226)  0.13
H (0.015, -3.111, 0.520)  0.09
H (2.743, -0.942, 0.606)  0.11
H (2.916, 3.340, 1.543)  0.10
H (1.879, 5.514, 1.025)  0.09
H (-0.458, 5.602, 0.176)  0.10
H (-1.716, 3.460, -0.121)  0.13
C (-1.418, -1.962, 3.846)  -0.08
C (-0.429, -0.837, 3.835)  -0.34
C (0.017, -0.336, 5.058)  -0.04
C (1.095, 0.497, 5.123)  -0.02
C (1.848, 0.772, 3.958)  -0.19
C (3.128, 1.341, 4.023)  -0.12
C (3.900, 1.348, 2.848)  -0.16
C (3.377, 1.063, 1.633)  -0.14
C (1.891, 0.837, 1.412)  -0.30
S (2.378, 0.246, -1.324)  1.06
C (1.241, 0.376, 2.727)  -0.09
N (0.105, -0.378, 2.690)  0.07
H (-1.094, -2.697, 4.588)  0.09
H (-1.476, -2.475, 2.891)  0.05
H (-2.425, -1.641, 4.107)  0.05
H (-0.508, -0.643, 5.955)  0.11
H (1.443, 0.889, 6.072)  0.11
H (3.551, 1.599, 4.984)  0.07
H (4.961, 1.571, 2.917)  0.10
H (3.992, 1.077, 0.740)  0.08
O (-4.511, -1.516, 0.177)  -0.38
S (-3.563, -1.637, 1.258)  0.14
O (-2.144, -1.955, 0.632)  -0.52
O (-3.860, -2.664, 2.220)  -0.36
S (-3.131, 0.152, 2.057)  0.43


We obtain DFT total energy values of -24553.7169; -104504.9587 eV for the records listed above, in that order.